258
Properties=species:S:1:pos:R:3 method="wB97M-V/def2-TZVPD" homo_lumo_gap_ev=9.78 lumo_ev=0.597 total_charge=0
O 2.319 4.453 1.018
H -0.007 6.593 -4.533
H -0.729 0.960 -3.884
H 1.294 1.456 -1.633
H 1.433 6.268 0.745
C 5.046 -0.738 8.661
H 4.330 3.072 4.933
C -2.552 -2.006 6.932
H -1.092 6.811 -5.889
H -4.216 4.757 -1.342
O -0.250 -1.106 -8.984
H 2.235 -3.216 -4.286
O -3.029 3.303 1.390
O 2.051 6.471 3.172
C -1.359 2.469 -8.295
H -5.457 7.041 0.329
H 4.305 4.163 0.595
H 2.851 5.546 -5.268
H 7.626 -5.326 1.517
H 1.307 0.101 1.560
H 4.749 1.442 4.605
C -4.487 7.053 -0.141
C -2.213 2.094 1.503
C -4.680 0.185 4.115
C 0.477 0.625 8.136
H -2.739 -4.729 -3.607
H 0.168 0.517 9.204
C -1.678 -2.684 -0.019
H -4.634 7.029 -1.211
H -6.742 -0.740 -6.346
C -0.764 -1.928 -5.218
O -0.186 0.076 -1.538
H 0.411 -0.375 7.713
H -5.902 -0.410 -1.539
H 2.676 -4.121 9.350
H 3.251 1.607 6.721
H -3.564 0.477 4.393
H -5.684 4.053 -3.979
C -0.433 6.113 -5.360
C -4.068 4.764 -0.212
H -6.458 -0.532 0.949
H -0.615 -3.234 -8.777
H 3.271 -2.271 -2.468
H 4.989 -0.467 6.539
C -2.949 -2.078 -0.643
O -0.387 3.647 5.389
H -2.711 -2.987 7.335
H -5.036 4.560 0.211
H 3.087 -1.511 5.223
O 2.278 -1.521 -5.490
H 1.524 -3.301 -5.862
H 1.980 -4.620 3.364
H -2.600 1.572 -9.925
O 3.170 -0.975 7.305
C -2.864 -6.367 -1.242
H -0.558 -0.874 -5.428
H 1.849 -2.812 8.619
C 0.567 -1.324 -10.114
H -1.835 3.484 -8.183
H 3.214 3.843 -2.839
H 4.205 1.900 -5.446
H 2.404 0.760 5.414
H -1.984 -2.649 4.984
O 2.937 1.222 -6.863
H -3.369 4.916 4.320
H -6.685 1.161 2.754
C -3.039 -6.285 0.286
H -2.352 -1.334 7.766
O 1.797 -0.960 -0.207
H -0.067 -3.834 2.360
C -5.158 -1.070 -4.932
H 1.265 4.559 3.215
O -2.898 1.082 -5.902
H -0.213 2.657 7.300
O 3.901 -2.615 1.408
C 4.536 -1.092 7.336
C 1.319 5.290 1.294
O -5.138 0.303 -6.940
H -1.224 3.689 3.564
H 1.562 -1.420 6.084
H 3.014 5.573 -2.600
H 2.242 5.801 5.097
H -2.742 1.280 0.999
C 1.689 -3.603 9.315
H 2.979 3.801 -5.333
O 5.021 0.673 8.932
C -0.141 1.652 -3.298
H -3.407 3.468 -4.851
O -4.863 0.090 2.736
H -3.842 -6.280 -1.722
O -0.794 -2.650 -6.438
O 0.529 5.788 -6.357
C -2.406 5.017 4.872
C 3.897 2.117 4.660
C 3.254 0.739 0.875
H -5.315 0.987 4.516
H 0.763 -5.369 0.229
H -0.757 -6.403 2.634
H 3.766 0.816 -0.092
C -1.933 -5.216 -3.086
H 1.582 0.444 -8.112
O -0.647 -1.690 0.052
H -4.742 5.480 -4.456
H 4.803 -2.122 7.039
H 3.730 5.799 0.284
H 2.600 -2.732 6.402
H 6.388 1.129 7.598
H 3.221 -6.354 -1.306
H 2.020 -3.451 4.636
H -2.531 -7.343 -1.501
H 4.323 -1.444 -1.279
H 3.759 -0.048 1.393
H -5.313 2.064 2.118
C -0.366 1.562 7.329
H -2.663 -2.606 -7.283
H -0.057 -2.391 -4.470
H -1.878 -1.054 -7.128
O 0.837 -4.656 7.256
H 4.429 -1.183 9.479
O -2.074 -5.286 -1.677
H -3.802 -7.058 0.555
H 6.307 -2.733 -1.976
P -4.035 1.366 -6.737
H 4.096 5.159 1.945
C 0.533 -3.169 2.983
P -0.296 -4.378 6.148
C -1.699 -2.128 -7.367
C 2.225 -6.509 -0.864
O -3.690 1.872 -8.198
H 4.731 -5.577 2.459
O 0.593 2.003 3.665
H 0.457 4.763 0.899
H -4.039 7.980 0.222
C -6.118 0.538 0.781
C 2.582 -1.695 6.181
H -6.880 1.195 0.276
C -5.767 1.025 2.179
H -5.746 -1.384 -4.017
C -1.110 -2.283 -8.767
H 1.339 1.068 0.034
H -1.447 1.449 7.524
H 1.171 -0.445 -10.282
H 1.397 -3.248 10.293
C -5.213 0.380 -1.383
H 6.896 -6.443 2.825
H 6.064 -1.121 8.836
H -2.045 4.070 -0.255
H 1.593 0.815 8.168
C -1.779 -6.357 2.231
H 3.745 0.171 -5.264
C 4.202 -2.332 -1.881
H -3.702 -2.857 -0.611
H 1.447 -1.727 -7.489
H -1.338 -3.529 -0.633
H -1.009 -4.561 -3.296
H -3.439 -5.337 0.557
H -2.234 2.891 4.788
O -0.358 -2.780 6.280
H -3.459 -1.664 6.504
C 1.163 4.597 -6.183
H -2.183 0.547 -8.563
H -4.874 -2.008 -5.460
C 1.831 0.284 0.634
C 3.401 1.191 -5.541
H 1.386 0.188 -2.943
C -1.542 -2.050 5.843
H 0.413 -5.473 9.154
H 2.355 -7.270 -0.095
H 5.861 2.509 8.598
H 1.517 -6.824 -1.639
H -2.075 1.928 2.568
H 1.555 4.311 -7.156
H 5.400 -3.602 -3.192
H 0.504 3.775 -5.811
O 3.888 -3.513 -1.095
H -6.144 4.836 -5.434
H -0.114 -2.426 3.448
H -5.648 1.347 -1.725
H 5.774 -4.184 2.451
H -4.228 0.289 -1.813
H -0.472 2.503 -8.908
H 2.664 1.399 -4.738
H 1.206 7.251 4.933
P 0.455 2.330 5.072
C 5.440 -2.639 -2.715
H -6.425 0.668 -5.357
C -1.587 3.753 4.569
H 3.314 -3.362 -5.544
H -3.381 -1.314 -0.021
H -2.000 5.987 4.575
C 0.714 0.877 -2.360
C 2.882 1.753 5.679
H 3.440 2.085 3.669
H 1.240 -2.128 -9.892
H 2.991 7.404 4.698
C 1.308 -3.952 3.977
C -6.008 -0.166 -5.865
C 2.371 -2.930 -5.316
H -2.403 -7.129 2.761
O 0.393 -4.789 4.793
C -5.218 4.611 -4.824
H 1.225 -2.684 2.328
H -1.167 -1.150 5.339
H -1.211 2.254 1.048
C 2.250 -1.152 -6.872
C 0.561 -4.507 8.698
H 0.909 0.529 -6.530
O -1.628 -5.062 6.230
H -1.134 2.165 -7.231
O -4.965 0.555 0.026
O 5.115 -4.718 0.561
H 1.392 -4.484 -1.135
O -1.755 -6.434 0.831
H -3.716 4.164 -6.439
H 6.995 1.235 9.199
H -2.677 5.116 5.899
C 2.456 4.608 -2.795
H 0.511 2.092 -4.027
C 5.524 -5.103 1.881
H -3.237 2.778 -0.546
H -1.728 -2.046 -4.745
H -1.869 -6.209 -3.544
C -2.430 1.568 -8.829
C 1.666 -5.193 -0.350
H 1.800 4.301 -1.965
H -1.014 5.227 -5.074
H -1.948 -2.242 -9.431
H -1.865 -3.008 1.015
H 0.144 6.005 2.979
C 1.852 0.288 -7.056
O 0.610 -2.327 -2.009
P 3.862 -3.739 0.454
O -3.661 6.020 0.259
O 1.615 4.647 -3.911
O -0.246 1.193 5.932
H 3.274 -1.424 -7.258
C 6.794 -5.996 1.810
H -2.661 -1.705 -1.625
H -4.985 -0.782 4.585
H -2.196 -5.408 2.576
C -4.209 3.740 -5.554
C -3.052 3.696 0.026
H 3.282 1.741 1.352
O 2.558 -4.577 0.669
H -0.424 -4.047 8.731
H 0.020 -1.565 -11.037
P 0.449 -1.298 -0.966
H -4.277 -0.506 -4.562
O 1.771 2.756 5.758
H 6.589 -6.730 1.046
H -0.695 2.469 -2.838
C 6.148 1.425 8.553
O -4.835 2.574 -6.061
H 5.590 -2.001 -3.566
C 3.638 4.952 0.959
C 2.120 6.729 4.547
C 2.274 4.615 -5.184
C 1.100 5.528 2.776

=====

15
Properties=species:S:1:pos:R:3 method="wB97M-V/def2-TZVPD" homo_lumo_gap_ev=9.79 lumo_ev=0.688 smiles=Cc1cccs1.C#N e_above_lowest_kj_mol=178.3 total_charge=0
N 2.499 -1.997 -1.895
H 0.730 2.103 -0.052
H -0.890 2.566 0.008
S -1.653 -0.576 -0.659
C -1.375 -1.905 0.373
C -0.168 -0.259 1.364
H -0.152 1.540 -1.363
H -0.077 -2.276 2.167
C -0.616 0.400 0.299
C 1.749 -1.749 -1.096
H 0.476 0.267 2.017
C -0.397 -1.652 1.380
H 0.818 -1.779 -0.609
C -0.197 1.707 -0.254
H -1.933 -2.804 -0.012

=====

96
Properties=species:S:1:pos:R:3 method="wB97M-V/def2-TZVPD" homo_lumo_gap_ev="5.68 / 6.08" lumo_ev="3.785 / 3.785" spin_multiplicity=5 e_above_lowest_kj_mol=144.9 total_charge=-2 s2=6.014
Sb 12.263 16.372 11.978
H 15.220 9.516 7.726
H 12.382 16.043 15.454
H 15.738 17.354 16.721
H 9.950 18.720 17.686
H 10.400 16.344 9.368
C 9.909 12.620 12.923
C 10.894 13.519 12.569
H 13.832 10.063 7.114
C 14.144 16.110 9.549
C 8.597 13.132 12.959
C 9.103 15.794 16.295
F 9.164 20.440 8.424
C 11.408 16.339 15.851
F 14.914 13.823 6.891
H 15.848 14.521 19.921
S 17.300 16.495 14.398
H 7.241 14.828 12.786
H 13.776 11.334 17.547
H 11.993 10.488 12.716
C 14.125 12.860 14.477
C 13.795 17.076 17.658
H 16.893 15.926 18.200
S 13.582 18.939 15.019
C 14.751 15.645 8.433
C 11.011 19.081 11.197
H 13.897 8.419 7.654
H 10.802 9.129 11.066
H 7.919 17.353 17.250
C 8.935 17.027 16.947
C 12.530 14.352 9.521
C 14.167 11.731 13.715
C 15.841 16.073 18.377
H 14.510 12.771 12.049
H 11.577 19.428 12.074
C 11.329 17.517 16.606
C 14.272 14.433 7.937
O 14.483 14.285 12.649
S 18.908 17.789 12.282
C 13.559 9.877 9.263
C 10.355 15.459 15.845
P 12.922 18.458 16.873
O 14.116 15.249 14.661
C 9.355 15.407 12.455
H 11.900 13.085 12.325
H 11.984 8.471 8.899
S 15.920 18.015 12.369
H 13.758 9.615 13.668
C 13.187 16.342 18.667
C 14.274 14.230 13.882
C 10.995 17.702 10.889
N 14.239 11.799 12.319
H 15.558 16.112 7.877
H 16.143 11.400 10.716
C 15.428 11.535 9.922
H 9.180 16.376 12.027
C 13.783 11.500 16.445
C 9.633 18.295 8.951
C 10.295 17.352 9.725
C 12.959 15.488 10.114
C 13.168 13.808 8.427
C 15.231 15.331 19.404
C 13.744 10.334 15.657
H 11.637 13.865 9.958
H 10.430 21.058 10.654
C 11.734 9.529 10.837
H 10.157 11.554 13.117
C 10.646 14.894 12.270
Fe 14.954 17.063 14.260
H 13.536 9.330 16.196
H 12.131 16.417 18.706
H 14.651 16.967 10.014
H 15.245 12.575 9.852
C 15.152 16.919 17.507
H 9.139 18.075 8.025
C 13.612 10.892 11.441
C 9.742 19.578 9.270
C 10.068 17.826 17.113
C 14.161 9.429 7.923
H 15.880 11.278 9.017
H 8.276 15.141 16.064
C 14.200 10.768 10.168
H 12.964 12.831 8.040
H 10.482 14.422 15.507
C 10.369 20.022 10.383
H 13.270 14.876 20.246
S 12.742 19.828 18.292
C 17.415 17.494 12.975
C 12.375 9.210 9.654
C 12.427 10.275 11.749
C 8.311 14.511 12.792
C 13.980 12.774 15.842
H 13.995 13.680 16.399
F 7.613 12.231 13.209
C 13.840 15.427 19.467
C 13.991 10.458 14.335

=====

12
Properties=species:S:1:pos:R:3 method="wB97M-V/def2-TZVPD" homo_lumo_gap_ev=9.37 lumo_ev=0.244 e_above_lowest_kj_mol=279.1 total_charge=0
C 0.490 -1.257 0.554
C 0.102 1.259 -0.826
H 0.381 1.273 -1.871
C 0.987 1.656 0.069
C -1.581 -0.338 -0.165
H 0.780 -2.139 1.127
H -2.661 -0.410 -0.300
O -1.211 0.954 -0.484
N -0.931 -1.322 0.260
H 1.083 -1.230 -0.365
O 1.815 1.932 0.845
H 0.745 -0.380 1.156

=====

8
Properties=species:S:1:pos:R:3 method="wB97M-V/def2-TZVPD" homo_lumo_gap_ev=8.81 lumo_ev=-0.073 smiles="OCC=S" e_above_lowest_kj_mol=188.4 total_charge=0
H 1.457 1.075 1.078
H 1.733 1.221 -0.514
C 1.167 0.548 0.161
O 1.513 -0.780 -0.160
H 0.977 -1.525 0.303
S -1.293 -0.318 0.034
H -0.806 1.977 -0.425
C -0.297 0.882 -0.111

=====

18
Properties=species:S:1:pos:R:3 method="wB97M-V/def2-TZVPD" homo_lumo_gap_ev=8.76 lumo_ev=0.933 e_above_lowest_kj_mol=597.9 total_charge=0
H -0.598 0.263 -0.471
C 1.078 1.498 -1.158
H -1.608 -2.014 -0.112
H 1.490 2.498 -1.247
N 0.984 -1.357 -0.476
H 0.795 -2.354 -0.443
H -2.300 -0.387 0.020
N -0.039 -0.700 1.680
C 0.044 -0.666 0.372
H -0.520 -1.515 2.044
N -0.073 1.896 0.969
H -1.534 -0.965 -1.531
H 0.423 2.758 1.138
H -0.211 1.296 1.791
H 1.920 -1.192 -0.118
C -1.510 -0.979 -0.439
C 0.351 1.142 -0.090
H 1.309 0.778 -1.927

=====

63
Properties=species:S:1:pos:R:3 method="wB97M-V/def2-TZVPD" homo_lumo_gap_ev=9.77 lumo_ev=0.696 smiles="COCCCNC(=O)C1CCN(S(=O)(=O)N(CC(C)C)CC(C)C)CC1" e_above_lowest_kj_mol=6.8 total_charge=0
H -2.418 0.796 -2.223
C -1.198 2.936 0.215
H 1.843 -3.468 1.352
H -0.152 2.917 -0.084
H -4.745 1.129 -0.561
C 4.187 0.315 -0.031
C 0.940 -1.902 -1.635
H 2.844 2.696 2.128
H 1.936 1.588 1.074
H 3.822 4.563 1.129
N 3.082 -0.599 -0.179
H 5.103 -0.281 -0.027
H -4.400 -0.005 2.253
H -1.447 3.940 0.552
C 1.283 -2.716 0.793
H -5.293 1.464 1.832
H 3.748 4.685 -0.647
C 4.055 1.131 1.255
H 2.164 -0.222 0.019
H -2.001 4.455 -1.922
O 2.936 3.006 0.090
H -0.782 0.934 -1.532
H 3.890 0.463 2.102
H -6.794 0.041 0.319
H 4.216 1.002 -0.886
S -1.008 -0.599 0.599
H -1.321 2.242 1.044
C -4.657 0.287 0.133
C -0.536 -2.247 -1.433
C -3.452 -0.567 -0.285
H -0.740 -3.272 -1.758
H -3.628 -0.986 -1.286
H 1.239 -2.178 -2.648
O 0.215 0.130 0.389
H 4.987 1.671 1.428
H -0.793 3.305 -2.494
H -5.866 -1.407 0.709
C -1.847 1.056 -1.324
H -0.615 -2.995 1.794
H 2.058 -3.632 -0.994
C -4.463 0.820 1.548
H 1.388 -1.763 1.312
C -2.091 2.528 -0.953
N -2.192 0.138 -0.261
H -3.137 2.644 -0.653
C 3.916 4.007 0.188
C -1.826 3.411 -2.170
H -3.339 -1.393 0.418
C 2.883 2.122 1.190
H 1.049 -0.823 -1.540
N -0.956 -2.156 -0.050
C 3.207 -1.881 -0.559
H -3.538 1.384 1.616
O -1.438 -0.763 1.950
H -1.163 -1.571 -2.017
H 4.932 3.602 0.118
H -6.077 -0.921 -0.974
H -0.368 -4.083 0.405
C -0.201 -3.072 0.788
O 4.267 -2.417 -0.815
H -2.478 3.141 -2.997
C -5.928 -0.553 0.039
C 1.861 -2.618 -0.630

=====

19
Properties=species:S:1:pos:R:3 method="wB97M-V/def2-TZVPD" homo_lumo_gap_ev="7.44 / 6.39" lumo_ev="-2.690 / -7.095" spin_multiplicity=3 e_above_lowest_kj_mol=118.1 total_charge=+1 s2=2.005
H -1.164 1.189 0.710
C -0.276 -1.837 0.431
H 2.924 1.088 -0.382
H -1.800 -0.316 -1.267
H 0.599 2.364 -0.217
C -0.134 0.612 0.785
H 1.387 2.331 1.388
H -1.265 -1.780 0.923
C 1.490 -0.451 -0.414
C -0.671 -0.287 -1.494
N 1.966 0.741 0.008
C 1.021 1.675 0.537
H 0.637 -2.174 0.882
S 2.203 -1.615 -1.284
H -0.015 0.324 1.871
H -0.400 -1.283 -2.024
H -0.187 0.542 -2.034
H -0.474 -2.602 -0.293
N -0.019 -0.462 -0.057

=====

Q: Which molecular weight values were calculated for the entries above? A: 1631.76, 125.20, 1060.71, 99.09, 76.12, 101.15, 391.58, 131.22, in g/mol.